Record 1
# C24H65N4O9

A 5-piece molecular cluster, C24H65N4O9 overall at a distorted geometry (ωB97M-V/def2-TZVPD, OMol25).

Positions of all 102 atoms, in Å:
1 N 1.203 2.285 -1.887
2 H 2.566 -2.967 7.066
3 H -2.404 5.927 -1.188
4 H -0.792 -3.402 -2.047
5 H 3.740 -2.480 -2.826
6 H 1.476 -2.986 -3.037
7 H 3.079 -2.630 2.248
8 H 0.385 6.686 -2.903
9 H 1.100 -3.743 6.604
10 H 1.923 5.994 -3.587
11 H 3.145 5.055 -1.076
12 H -2.922 -4.280 1.539
13 C -1.727 5.210 -1.654
14 H 2.346 0.537 2.155
15 H -4.123 -0.648 -4.509
16 H 0.585 -2.603 8.493
17 C -0.253 3.519 -4.511
18 H -2.914 1.123 0.125
19 H -2.186 -1.855 0.768
20 H 0.555 3.921 -3.899
21 H 2.301 2.698 -3.674
22 C 0.080 -3.306 -1.399
23 H -1.726 0.680 -1.862
24 H 0.372 2.814 -2.111
25 H -0.359 -5.292 3.119
26 H -2.284 1.983 -2.562
27 H -1.267 3.096 -0.042
28 H -3.988 -0.357 -1.852
29 C 1.394 6.329 -2.695
30 C 3.510 -2.071 -1.843
31 H 2.626 1.181 -3.036
32 H 0.819 1.451 -1.466
33 C 2.757 -1.995 3.073
34 C -0.981 -4.463 3.457
35 C 2.079 3.144 -1.030
36 H -2.074 -2.484 8.486
37 H -0.817 5.347 -1.071
38 H -2.844 0.502 -4.491
39 H 1.525 3.250 -0.097
40 C 1.593 -0.190 1.854
41 C -1.904 -3.992 1.274
42 H 1.743 -3.670 4.189
43 H -1.144 4.126 -4.350
44 H -1.583 -1.181 -5.477
45 O 1.180 5.165 -1.895
46 H -2.483 -2.839 -0.658
47 H 4.335 -2.147 -1.135
48 H 0.153 -0.062 0.085
49 H 3.515 -1.266 3.363
50 H 0.897 -0.994 7.939
51 H 2.925 4.373 -2.703
52 C 1.565 -2.761 6.686
53 C 2.450 4.536 -1.736
54 H -0.722 -2.317 -4.469
55 H -2.876 3.752 0.359
56 H 0.690 0.411 1.740
57 H -4.078 2.160 -0.839
58 H -0.348 -1.654 -0.443
59 H 1.739 -0.557 0.838
60 N 1.807 -2.087 5.284
61 C -1.907 -2.781 0.266
62 H 0.340 0.281 -3.749
63 H 1.063 -1.482 -2.314
64 O -2.283 -1.162 -3.461
65 C -1.806 -1.659 7.827
66 H -2.714 -1.489 7.247
67 C -2.280 3.257 -0.409
68 C -3.747 0.385 -2.613
69 H 3.392 -0.987 -1.851
70 H -1.451 -4.835 0.754
71 C -1.655 -1.761 -4.557
72 N -0.411 -2.615 -0.139
73 O -2.249 3.876 -1.657
74 O -0.658 -1.888 6.945
75 C 1.786 1.850 -3.223
76 O -0.259 0.115 -0.784
77 C -3.041 1.891 -0.638
78 C 0.612 1.290 -4.060
79 O -0.499 2.193 -4.060
80 H -4.601 1.042 -2.782
81 H 3.435 -3.278 4.780
82 O 2.335 -2.595 -1.204
83 H 0.949 -1.637 4.999
84 C -3.309 -0.277 -3.887
85 H 0.094 3.576 -5.543
86 H -2.284 -2.621 -4.788
87 H 1.951 7.126 -2.202
88 H 0.268 -2.635 0.608
89 O -1.105 -3.539 2.405
90 H 2.949 2.561 -0.727
91 H 0.438 -4.219 -0.925
92 O 1.572 -1.248 2.842
93 H -1.485 5.521 -2.671
94 C 1.234 -2.532 -2.076
95 C 0.629 -1.992 7.592
96 H -1.829 -4.998 3.884
97 H 0.882 1.144 -5.106
98 H -0.480 -3.955 4.281
99 H 2.424 -1.304 5.444
100 H -1.603 -0.880 8.562
101 C 2.526 -2.919 4.297
102 N -2.580 1.203 -1.992

Atoms 1-2, force components in eV/Å:
1.25 1.06 -1.81
-0.09 0.43 0.34

Values from the calculation:
total charge: +3
energy relative to the best compared isomer or geometry (same formula, charge and spin): 37.2 kcal per mole

These are the Mulliken partial charges, in e, on atoms 1 to 4: number 1, N, carries 2.022; number 2, H, carries 0.458; number 3, H, carries 0.445; number 4, H, carries 0.293

=====

Record 2
# C17H20N2S2

One molecule with the formula C17H20N2S2 (ωB97M-V/def2-TZVPD, OMol25).

Positions of all 41 atoms, in Å:
1 H -0.915 -0.924 -0.970
2 C -0.270 -0.204 -1.479
3 C -5.476 0.354 -0.488
4 H 4.343 -0.113 2.244
5 H -5.968 -2.474 -0.121
6 S -0.543 1.822 0.441
7 C 4.042 -0.211 -1.123
8 C 5.716 0.769 0.859
9 H -3.455 2.681 0.900
10 C -3.453 -0.642 0.303
11 C -3.005 0.595 0.747
12 H 6.369 1.140 1.633
13 H -0.219 1.928 -1.875
14 H -4.366 -2.849 -0.760
15 C -0.777 1.219 -1.262
16 H 3.430 -0.641 -1.901
17 H 6.903 1.552 -0.743
18 H -5.659 2.464 -0.190
19 H -6.439 0.263 -0.970
20 C -5.172 -2.119 -0.775
21 N 2.592 -1.138 0.614
22 H -1.836 1.284 -1.508
23 C 5.182 0.499 -1.459
24 C -5.038 1.591 -0.050
25 H -1.174 -0.255 1.483
26 H 5.423 0.650 -2.500
27 C -4.688 -0.778 -0.314
28 H -0.285 -0.422 -2.554
29 H 1.705 0.384 -1.138
30 H -1.721 1.190 2.365
31 N 1.066 -0.383 -0.973
32 H -5.574 -2.056 -1.785
33 C -3.806 1.716 0.565
34 C -1.662 0.715 1.385
35 C 4.578 0.066 1.205
36 S 0.273 -2.285 0.697
37 C 6.017 0.998 -0.474
38 C 1.351 -1.197 0.063
39 H 2.669 -1.645 1.487
40 H -2.832 -1.515 0.451
41 C 3.720 -0.415 0.217

Atoms 1-2, force components in eV/Å:
0.11 0.12 -0.16
-0.39 0.02 -0.27

Values from the calculation:
SMILES string: Cc1cccc(CSCCNC(=S)Nc2ccccc2)c1
total charge: 0
energy relative to the best compared isomer or geometry (same formula, charge and spin): 0.0 kcal per mole

These are the natural (NBO) partial charges, in e, on atoms 1 to 4: number 1, H, carries 0.250; number 2, C, carries -0.251; number 3, C, carries -0.227; number 4, H, carries 0.216

=====

Record 3
# C51H73F4N2O2PS2Si2

C51H73F4N2O2PS2Si2 as an isolated structure at a distorted geometry (ωB97M-V/def2-TZVPD, OMol25).

Positions of all 137 atoms, in Å:
1 H -2.428 -2.175 -4.810
2 H 1.607 1.670 -2.403
3 C -6.221 -1.731 -1.224
4 C 0.359 1.765 -0.590
5 H 1.405 -4.180 -0.049
6 H -1.389 -0.142 -4.904
7 C 10.368 5.026 -1.435
8 H 4.694 2.936 2.729
9 H -6.051 0.435 0.300
10 C -3.648 -3.789 -1.329
11 P -7.617 1.808 3.231
12 C -0.434 -3.014 0.126
13 H -5.551 -0.032 4.760
14 H 0.233 -1.842 2.595
15 S -6.385 -1.672 -3.031
16 C 0.238 -6.590 -6.523
17 C 4.869 -1.164 6.299
18 H -1.602 -2.190 -3.273
19 H 5.787 -0.657 3.069
20 C 10.320 5.579 -2.707
21 F 9.216 4.242 0.461
22 C -7.093 0.145 0.401
23 C 9.099 5.885 -3.291
24 C 0.859 -3.624 0.717
25 H -0.637 1.343 -0.448
26 C 1.303 -2.040 2.658
27 C 0.121 -5.517 -5.652
28 H -3.527 2.216 -1.325
29 H -1.729 -6.984 -3.220
30 H -2.915 0.353 0.195
31 H 11.309 4.786 -0.958
32 H 1.841 -1.700 0.591
33 C 1.465 0.891 0.047
34 Si -7.613 -0.181 2.153
35 C -0.357 -7.807 -6.217
36 Si -5.393 -1.136 3.795
37 C 7.140 5.274 2.453
38 H 1.922 0.267 -0.725
39 H 1.082 0.264 0.855
40 H 2.814 -2.925 1.406
41 C -3.651 2.341 -0.257
42 H -1.549 -4.383 -1.742
43 C 2.581 1.795 0.606
44 H 11.241 5.770 -3.243
45 C 0.635 2.060 -2.090
46 C 6.343 6.400 2.292
47 H -3.117 -1.646 2.959
48 C 4.398 5.032 2.440
49 F -0.705 -4.648 -3.625
50 O -3.214 0.404 2.940
51 H 4.320 7.146 2.149
52 C 5.143 -1.455 4.969
53 H 0.707 3.150 -2.180
54 H 3.537 1.277 0.706
55 H -4.168 2.777 3.609
56 C -3.310 1.271 0.621
57 H -4.391 4.382 -0.434
58 H -8.349 1.616 4.431
59 H -8.075 -1.787 -0.086
60 S -4.838 -0.996 -5.335
61 F 3.055 4.912 2.435
62 H -0.266 -8.640 -6.901
63 H -4.624 -3.798 -3.268
64 H 0.570 -4.558 -5.872
65 C -4.159 3.574 0.250
66 H 4.528 -1.946 6.965
67 H 0.795 -6.475 -7.443
68 H -6.320 2.166 3.653
69 C -3.721 -3.388 -2.816
70 H -1.450 -4.705 1.034
71 N -3.636 -1.900 -3.064
72 H -2.767 0.478 -4.026
73 C 5.476 1.136 5.926
74 C 5.171 3.899 2.604
75 C -4.793 -1.520 -3.786
76 H 6.799 7.374 2.173
77 H 4.819 0.359 7.809
78 H -0.063 -0.476 -2.971
79 C -4.332 3.715 1.662
80 C -1.069 -7.955 -5.034
81 C 9.181 4.782 -0.774
82 H 1.839 -1.130 2.931
83 C -2.389 -1.675 -3.838
84 C -2.287 -4.441 -0.939
85 C 6.553 4.025 2.606
86 C 7.918 5.636 -2.604
87 H -0.279 -2.874 -0.946
88 C -3.852 -0.874 2.706
89 H 5.017 -2.463 4.598
90 H 2.735 2.647 -0.064
91 H -7.581 3.627 2.056
92 H 0.577 -4.281 1.544
93 H -5.271 -1.311 -0.913
94 H -9.029 -0.609 2.131
95 H 7.171 3.146 2.726
96 C -1.185 -6.890 -4.152
97 C -0.491 1.624 -3.028
98 H -4.417 -4.547 -1.165
99 H -8.024 -0.595 -1.382
100 C -4.018 2.637 2.542
101 C 4.959 6.283 2.280
102 H -0.136 1.737 -4.059
103 C -1.936 -0.225 -3.959
104 H -3.808 -2.935 -0.676
105 H -2.479 -5.508 -0.781
106 H -2.894 -3.879 -3.328
107 H -0.545 -2.013 0.554
108 H 7.047 4.866 -0.782
109 O -6.757 -1.437 2.877
110 H -1.536 -8.901 -4.796
111 H -4.697 4.657 2.056
112 H 8.216 5.369 2.456
113 H 0.381 2.721 -0.059
114 C -1.703 -3.873 0.377
115 C -0.940 0.177 -2.862
116 H 9.066 6.319 -4.282
117 C 1.795 -2.547 1.286
118 H -4.121 -1.045 1.660
119 C 5.575 -0.454 4.111
120 N -8.234 2.874 2.235
121 C 7.954 5.075 -1.335
122 H 6.966 5.877 -3.056
123 C -3.510 1.396 2.025
124 H -6.232 -2.774 -0.900
125 H 1.528 -2.815 3.393
126 C -0.588 -5.691 -4.481
127 H -5.153 -2.353 4.599
128 H -7.673 1.015 0.074
129 F 6.161 1.797 3.777
130 H -1.350 2.295 -2.922
131 C 5.035 0.130 6.774
132 H -2.435 -3.248 0.890
133 H -1.345 -0.026 -1.870
134 H 5.618 2.149 6.277
135 C -7.447 -1.035 -0.565
136 C 5.736 0.824 4.607
137 H 2.307 2.214 1.576

Atoms 1-2, force components in eV/Å:
-0.29 0.10 -0.01
-0.11 -0.21 0.02

Values from the calculation:
total charge: 0

These are the Mulliken partial charges, in e, on atoms 1 to 4: number 1, H, carries 0.691; number 2, H, carries 0.534; number 3, C, carries 0.819; number 4, C, carries 0.458

=====

Record 4
# C4H6N2O

C4H6N2O as an isolated structure (ωB97M-V/def2-TZVPD, OMol25).

Positions of all 13 atoms, in Å:
1 H 1.293 -0.357 -2.270
2 H -0.131 1.421 2.415
3 C -0.621 -0.350 -1.157
4 H -1.177 -0.787 -2.908
5 O -1.601 -0.665 -2.051
6 C 0.232 0.171 0.757
7 H 2.361 0.313 0.151
8 N -0.942 -0.111 0.129
9 C 0.753 -0.219 -1.340
10 H 0.056 -0.184 2.835
11 N -0.240 0.458 2.101
12 C 1.319 0.130 -0.075
13 H -1.308 0.173 1.428

Atoms 1-2, force components in eV/Å:
-0.10 0.01 0.15
-0.01 -0.16 -0.07

Values from the calculation:
total charge: 0
energy relative to the best compared isomer or geometry (same formula, charge and spin): 71.6 kcal per mole

These are the natural (NBO) partial charges, in e, on atoms 1 to 4: number 1, H, carries 0.211; number 2, H, carries 0.400; number 3, C, carries 0.428; number 4, H, carries 0.479

=====

no.,HOMO (eV),orbital gap (eV)
1,-16.56,10.421
2,-8.16,8.781
3,-8.29,8.735
4,-7.21,7.801